1.
Computed, not measured: CHN2O2P as an isolated structure, with ωB97M-V/def2-TZVPD.

Last column: Löwdin charge in e.
Positions of all 7 atoms, in Å:
H (-1.976, -0.417, 0.005)  0.092
C (-0.214, 1.486, 0.005)  -0.543
P (-0.507, 0.038, 0.984)  0.981
N (-0.020, 2.455, -0.571)  0.109
N (0.665, -0.985, 0.017)  -0.657
O (0.274, -2.051, -0.379)  0.005
O (1.779, -0.525, -0.062)  0.013

Output
energy above the lowest of the compared OMol25 structures with the same formula, charge and spin: 0.896 eV
orbital gap: 10.15 eV
spin multiplicity: 1
total charge: 0
E_LUMO: -1.038 eV

***

2.
Computed, not measured: CHN2O3P as an isolated structure, with ωB97M-V/def2-TZVPD.

Last column: Löwdin charge in e.
Positions of all 8 atoms, in Å:
P (1.091, 0.362, -0.052)  -0.054
O (1.509, -0.633, -1.113)  -0.489
O (1.703, 0.162, 1.324)  -0.516
N (-1.826, -1.388, -0.541)  -0.030
O (1.004, 1.813, -0.496)  -0.519
C (-0.760, 0.036, 0.306)  -0.250
N (-1.343, -1.211, 0.604)  -0.156
H (-1.378, 0.859, -0.032)  0.015

Output
energy above the lowest of the compared OMol25 structures with the same formula, charge and spin: 0.000 eV
orbital gap (spin up / spin down): 6.75 / 6.62 eV
spin multiplicity: 3
<S²>: 2.027
total charge: -2
E_LUMO (spin up / spin down): 7.814 / 7.370 eV

***

3.
Computed, not measured: a 2-piece molecular cluster, CHN2O5 overall, with ωB97M-V/def2-TZVPD.

Last column: Löwdin charge in e.
Positions of all 9 atoms, in Å:
O (0.109, 0.542, 3.683)  0.132
O (-0.423, 0.075, -1.108)  -0.036
C (1.049, 1.119, 3.282)  -0.522
O (2.088, 1.630, 3.230)  0.150
H (0.031, -0.436, -0.412)  0.030
O (0.443, -0.083, 1.131)  -0.123
N (0.100, 1.068, 0.756)  -0.598
O (0.169, 2.037, 1.496)  -0.055
N (-0.364, 1.261, -0.394)  0.023

Output
energy above the lowest of the compared OMol25 structures with the same formula, charge and spin: 0.310 eV
orbital gap (spin up / spin down): 4.55 / 8.56 eV
spin multiplicity: 3
<S²>: 2.007
total charge: -1
E_LUMO (spin up / spin down): 4.019 / 3.293 eV

***

> What is the spin multiplicity in the third record?

3

***

Copy entry 1 word for word.
Computed, not measured: CHN2O2P as an isolated structure, with ωB97M-V/def2-TZVPD.

Last column: Löwdin charge in e.
Positions of all 7 atoms, in Å:
H (-1.976, -0.417, 0.005)  0.092
C (-0.214, 1.486, 0.005)  -0.543
P (-0.507, 0.038, 0.984)  0.981
N (-0.020, 2.455, -0.571)  0.109
N (0.665, -0.985, 0.017)  -0.657
O (0.274, -2.051, -0.379)  0.005
O (1.779, -0.525, -0.062)  0.013

Output
energy above the lowest of the compared OMol25 structures with the same formula, charge and spin: 0.896 eV
orbital gap: 10.15 eV
spin multiplicity: 1
total charge: 0
E_LUMO: -1.038 eV

***

> The lowest spin multiplicity belongs to which entry?

CHN2O2P